1.
# C37H37Cl3InN8O3S2

A molecular structure, C37H37Cl3InN8O3S2 (ωB97M-V/def2-TZVPD, the Open Molecules 2025 dataset).

## Properties
Total energy: -4463.158309 a.u.
Molecular weight: 927.067 g/mol
HOMO energy: -4.55 eV
Total charge: -1

The geometry in XYZ format:
```
91
C37H37Cl3InN8O3S2, DFT ωB97M-V/def2-TZVPD
In -10.9944 14.9933 9.4570
N -9.0229 17.6789 6.2112
C -9.3569 16.9249 7.3141
S -10.2500 15.4588 7.0319
N -8.8603 17.3625 8.4449
N -9.2437 16.6580 9.5277
C -8.9375 17.0737 10.6795
C -8.3453 18.4286 10.8934
C -9.2047 19.5301 10.7623
C -8.5698 20.8147 10.8411
C -7.2447 20.9238 11.1649
C -6.4252 19.8146 11.3667
C -7.0246 18.5725 11.2097
C -9.3641 16.2219 11.8124
C -8.8466 16.4668 13.0613
C -8.9552 15.3802 14.0222
C -9.7228 14.3303 13.6995
C -10.7159 14.4370 12.6098
N -10.1259 15.1717 11.4584
H -9.6989 17.6015 5.4125
H -8.6010 18.5816 6.4384
H -10.2411 19.3994 10.3775
H -9.1888 21.6645 10.6352
H -6.8734 21.9226 11.3535
H -5.3944 19.9604 11.5910
H -6.4885 17.6646 11.4429
H -8.2327 17.3591 13.2202
H -8.2492 15.2973 14.8669
H -9.7498 13.4489 14.2916
H -11.0498 13.4583 12.2124
Cl -13.3504 12.3074 10.8805
C -12.3577 10.9277 10.5182
C -12.5072 9.7224 11.1393
C -11.7820 8.6175 10.7033
C -10.7563 8.7421 9.7574
C -10.5724 10.0147 9.1664
Cl -9.5071 10.1171 7.8185
C -11.4020 11.0968 9.4980
S -11.3583 12.5540 8.5426
H -13.2303 9.6296 11.9327
H -11.9295 7.7109 11.2402
H -10.1059 7.9054 9.5684
C -16.0888 18.2596 12.3099
N -14.7720 18.0088 13.0169
C -14.8218 16.7617 13.8001
C -14.2807 19.0199 13.7406
N -13.7828 19.8402 14.3787
H -16.8982 17.9860 12.9802
H -16.1033 17.5958 11.4296
H -16.1095 19.2941 11.9510
H -15.5332 16.8555 14.6542
H -13.8486 16.6459 14.2261
H -15.1137 15.9479 13.1521
C -13.6319 16.7493 5.9420
C -13.4485 18.1099 6.5840
C -13.7731 18.2160 8.1142
C -13.9232 19.7173 8.3696
C -14.3765 20.0570 9.7875
C -15.1414 17.6022 8.3287
O -16.1978 18.0634 7.8899
N -15.1866 16.4609 9.0547
C -14.1064 15.9018 9.7568
O -14.2892 15.0381 10.6126
N -12.8659 16.2781 9.3654
C -12.6594 17.5596 8.8949
O -11.5795 18.1522 8.9423
H -13.3156 16.7618 4.9151
H -14.6643 16.4313 6.0213
H -13.0445 15.9385 6.4533
H -14.1303 18.7880 6.0595
H -12.4275 18.4951 6.3844
H -14.6479 20.1852 7.6607
H -12.9351 20.1779 8.1800
H -15.4082 19.8788 9.9802
H -14.1907 21.1406 9.9429
H -13.7847 19.5208 10.5402
H -16.0610 15.9959 9.1930
Cl -13.2278 13.0256 18.5141
C -12.9787 13.6658 16.9043
C -12.3501 14.8917 16.8270
C -12.1317 15.4254 15.5721
C -12.3957 14.7159 14.4434
C -11.9566 15.2378 13.1189
C -12.9554 13.4559 14.5385
C -13.2960 12.9171 15.7933
H -12.1520 15.3902 17.7630
H -11.6611 16.4067 15.4979
H -12.7289 15.0884 12.3607
H -11.6967 16.3429 13.1555
H -13.1268 12.8427 13.6644
H -13.7534 11.9388 15.7342
```

***

2.
# C33H26BrNO3S4V

A molecular structure, C33H26BrNO3S4V (ωB97M-V/def2-TZVPD, the Open Molecules 2025 dataset).

## Properties
Multiplicity: 2
Total energy: -6664.496768 a.u.
Molecular weight: 743.691 g/mol
<S²>: 0.808
HOMO energy (alpha / beta): -7.86 / -7.86 eV

The geometry in XYZ format:
```
69
C33H26BrNO3S4V, DFT ωB97M-V/def2-TZVPD
V 0.2214 0.4094 1.2813
S 1.8470 1.9231 1.9905
C 3.3871 1.0801 1.8463
C 4.5238 1.5760 2.4860
C 5.7337 0.9162 2.3690
C 5.8417 -0.2437 1.6071
C 4.7272 -0.7365 0.9511
C 3.5109 -0.0803 1.0934
S 2.0924 -0.5883 0.1710
C 1.8168 -2.2895 0.7154
C 0.3436 -2.5659 0.6675
C -0.1208 -3.8528 0.4441
C -1.4771 -4.0806 0.4331
C -2.3438 -3.0139 0.6207
C -1.8220 -1.7554 0.8305
C -2.7121 -0.5643 1.0064
S -2.1923 0.4268 2.4397
C -2.0361 -0.8724 3.6295
C -3.1639 -1.4590 4.1905
C -3.0266 -2.5029 5.0892
C -1.7527 -2.9409 5.4337
C -0.6295 -2.3374 4.8973
C -0.7514 -1.2882 3.9852
S 0.6941 -0.4125 3.4539
N -0.4930 -1.5411 0.8883
H 4.4445 2.4755 3.0810
H 6.6034 1.3098 2.8774
H 6.7916 -0.7515 1.5154
H 4.8001 -1.6162 0.3256
H 2.1855 -2.3756 1.7411
H 2.3360 -2.9568 0.0289
H 0.5884 -4.6417 0.2443
H -1.8643 -5.0745 0.2562
H -3.4153 -3.1466 0.5983
H -3.7490 -0.8820 1.1208
H -2.6461 0.1027 0.1421
H -4.1467 -1.0993 3.9161
H -3.9006 -2.9677 5.5226
H -1.6340 -3.7549 6.1359
H 0.3571 -2.6713 5.1877
O -0.1659 0.3731 -1.4367
C -0.5078 1.6521 -1.8901
C -0.5711 2.5111 -0.6093
O -0.5991 3.6879 -0.4835
O -0.7003 1.6696 0.4846
C 0.5753 2.2093 -2.7996
C 1.8854 2.2376 -2.3300
C 2.9071 2.7183 -3.1270
C 2.6303 3.1821 -4.4076
C 1.3278 3.1698 -4.8747
C 0.3005 2.6890 -4.0712
C -1.8989 1.6246 -2.5215
C -2.2744 0.4794 -3.2202
C -3.5186 0.4123 -3.8265
C -4.4003 1.4823 -3.7393
C -4.0273 2.6213 -3.0444
C -2.7796 2.6948 -2.4383
H 0.1122 -0.3075 -2.1124
H 2.1085 1.8993 -1.3237
H 3.9201 2.7346 -2.7487
H 3.4290 3.5541 -5.0350
H 1.1021 3.5332 -5.8682
H -0.7131 2.6828 -4.4474
H -1.6045 -0.3690 -3.2859
H -3.7985 -0.4818 -4.3669
H -5.3719 1.4263 -4.2111
H -4.7061 3.4607 -2.9718
H -2.4939 3.5972 -1.9138
Br 0.8642 -2.3009 -2.5938
```

***

3.
# C16H12N3

A gas-phase ion, C16H12N3 (charge +1) (ωB97M-V/def2-TZVPD, the Open Molecules 2025 dataset).

## Properties
SMILES: c1ccc2[nH]c(-c3cc[nH+]c4ccccc34)nc2c1
Total energy: -780.981378 a.u.
Molecular weight: 246.293 g/mol
HOMO energy: -11.46 eV
Total charge: +1

The geometry in XYZ format:
```
31
C16H12N3, DFT ωB97M-V/def2-TZVPD
C -2.8546 2.9400 -3.0541
C -1.5678 3.0356 -3.6542
C -0.5155 2.2903 -3.1758
C -0.7461 1.4514 -2.0822
N 0.0642 0.6625 -1.3202
C -0.7277 0.0575 -0.3698
C -0.2964 -0.9622 0.6416
C -1.1729 -1.9828 0.9363
C -0.7854 -2.9942 1.8373
N 0.4351 -2.9995 2.3819
C 1.3148 -2.0317 2.0888
C 2.5227 -2.0400 2.7856
C 3.4481 -1.0150 2.6628
C 3.0930 0.0632 1.8579
C 1.8817 0.0869 1.1806
C 0.9672 -0.9557 1.2453
N -2.0015 0.3915 -0.5062
C -2.0268 1.3127 -1.5440
C -3.0846 2.0597 -2.0279
H -3.6509 3.5385 -3.4699
H -1.3884 3.7335 -4.4521
H 0.4982 2.3682 -3.5553
H 1.0792 0.5319 -1.4445
H -2.2103 -1.9997 0.5241
H -1.5066 -3.7885 2.0762
H 0.7003 -3.7523 3.0325
H 2.7595 -2.8908 3.3786
H 4.3820 -1.0816 3.2091
H 3.7562 0.9229 1.7546
H 1.7055 1.0176 0.6580
H -4.0721 2.0299 -1.5950
```

***

4.
# C6H13N2

A gas-phase ion, C6H13N2 (charge +1) (ωB97M-V/def2-TZVPD, the Open Molecules 2025 dataset).

## Properties
SMILES: [H]/N=C/C(=C/C)[NH+](C)C
Total energy: -345.582530 a.u.
Molecular weight: 113.184 g/mol
HOMO energy: -13.94 eV
Total charge: +1

The geometry in XYZ format:
```
21
C6H13N2, DFT ωB97M-V/def2-TZVPD
H 1.2572 3.5045 1.2093
N 0.8768 2.8864 0.5888
C 0.7114 1.7609 1.0188
C -0.0478 0.7692 -0.0393
C -0.6989 1.1547 -1.1114
C -1.4823 0.4570 -2.1364
N 0.0940 -0.6280 0.3078
C 1.5483 -1.0458 0.2191
C -0.6345 -1.0379 1.5171
H 1.1551 1.2646 1.8143
H -0.6077 2.2042 -1.1609
H -1.0555 0.8484 -3.1119
H -2.5443 0.9431 -2.2150
H -1.5838 -0.7442 -2.1138
H -0.2581 -1.3128 -0.4206
H 1.9568 -0.8066 1.2240
H 1.6402 -2.1569 0.0859
H 2.0633 -0.3700 -0.4679
H -0.6766 -0.2794 2.2673
H -1.6885 -1.0927 1.2634
H -0.3439 -1.9449 1.9553
```

***

5.
# C25H27AsBrFO2PtS

A molecular structure, C25H27AsBrFO2PtS (ωB97M-V/def2-TZVPD, the Open Molecules 2025 dataset).

## Properties
Total energy: -6546.563457 a.u.
Molecular weight: 760.458 g/mol
HOMO energy: -1.03 eV
Total charge: -2

The geometry in XYZ format:
```
59
C25H27AsBrFO2PtS, DFT ωB97M-V/def2-TZVPD
Pt 0.4594 1.1797 0.2071
O -3.6673 0.1997 0.2380
C -2.6722 0.9275 0.0859
O -1.5651 0.7216 0.6845
C -2.8284 2.1329 -0.8306
C -4.0986 2.7198 -0.7988
C -4.4330 3.8231 -1.5621
C -3.4656 4.3475 -2.4194
C -2.2124 3.7754 -2.4762
C -1.8382 2.6624 -1.6872
S -0.1951 2.0923 -1.9148
H -4.8305 2.2583 -0.1480
H -5.4237 4.2603 -1.5004
H -3.6903 5.2099 -3.0398
H -1.4574 4.1905 -3.1344
Br 1.6878 0.9859 6.8120
C 1.3842 1.0026 4.9376
C 1.3648 2.2256 4.3041
C 1.1363 2.2126 2.9272
C 0.9239 1.0411 2.1738
C 0.9459 -0.1486 2.9302
C 1.1861 -0.2040 4.3038
H 1.5131 3.1482 4.8476
H 1.1146 3.1697 2.4165
H 0.7734 -1.0879 2.4189
H 1.1990 -1.1393 4.8457
C 1.6437 -4.1763 -0.0907
C 0.5678 -3.6832 -1.0572
As -0.2360 -1.9762 -0.4427
C -1.2740 -2.6737 1.0801
C -2.1692 -3.8838 0.8377
C -1.6872 -1.9771 -1.7702
C -1.2083 -1.4234 -3.1099
H 2.1227 -5.0995 -0.4330
H 1.2231 -4.3750 0.9001
H 2.4255 -3.4239 0.0400
H -0.2051 -4.4435 -1.2113
H 1.0036 -3.4670 -2.0356
H -1.8594 -1.8059 1.3933
H -0.5565 -2.8772 1.8785
H -2.9198 -3.6737 0.0745
H -2.7060 -4.1634 1.7502
H -1.6008 -4.7604 0.5135
H -2.4973 -1.3691 -1.3593
H -2.0606 -2.9991 -1.8821
H -0.8586 -0.3936 -3.0047
H -2.0166 -1.4320 -3.8478
H -0.3847 -2.0156 -3.5222
F 6.3677 1.3186 -1.6243
C 5.0595 1.3092 -1.1946
C 4.1198 0.6034 -1.9135
C 2.7997 0.6156 -1.4709
C 2.3757 1.2993 -0.3104
C 3.3910 1.9924 0.3645
C 4.7209 2.0106 -0.0632
H 4.4146 0.0657 -2.8086
H 2.0606 0.0721 -2.0488
H 3.1498 2.5398 1.2667
H 5.4833 2.5587 0.4806
```

***

6.
# C42H27BrF4N6PSn

A molecular structure, C42H27BrF4N6PSn (ωB97M-V/def2-TZVPD, the Open Molecules 2025 dataset).

## Properties
Total energy: -5473.364013 a.u.
Molecular weight: 921.301 g/mol
HOMO energy: -15.70 eV
Total charge: +3

The geometry in XYZ format:
```
82
C42H27BrF4N6PSn, DFT ωB97M-V/def2-TZVPD
Sn -1.0275 -0.8535 -1.6115
C -2.6395 -5.1242 -0.0261
C -2.3578 -4.0328 -0.8516
N -1.4484 -3.1399 -0.4978
C -0.8018 -3.3011 0.6620
C -1.2232 -4.3067 1.5434
N -2.1143 -5.1978 1.1759
C 0.3624 -2.4439 0.8972
C 1.1922 -2.6348 1.9949
C 2.3021 -1.8105 2.1617
C 2.6036 -0.8952 1.1557
C 1.7700 -0.8137 0.0430
N 0.6459 -1.5321 -0.0352
C 2.0776 0.0207 -1.1254
C 3.3388 0.5935 -1.3451
N 3.5812 1.3518 -2.3884
C 2.6201 1.5468 -3.2695
C 1.3807 0.9284 -3.1179
N 1.1207 0.1809 -2.0512
C 3.0966 -1.9238 3.3960
C 3.2900 -0.8101 4.2112
C 3.9579 -0.9859 5.4173
N 4.4095 -2.1630 5.7652
C 4.2692 -3.2260 5.0166
C 3.5933 -3.1605 3.8033
H -3.2984 -5.9266 -0.3245
H -2.8532 -3.8878 -1.8014
H -0.8643 -4.3940 2.5573
H 0.9709 -3.3949 2.7234
H 3.4775 -0.2708 1.2478
H 4.1726 0.4225 -0.6788
H 2.8499 2.1856 -4.1103
H 0.5935 1.0279 -3.8538
H 2.9055 0.1582 3.9329
H 4.1237 -0.1678 6.1063
H 4.6933 -4.1497 5.3844
H 3.4918 -4.0391 3.1861
F -3.0082 6.6537 -2.7178
C -2.5969 5.5499 -2.1401
C -1.9482 5.5843 -0.9045
F -1.7306 6.7258 -0.2835
C -1.5168 4.3952 -0.3221
F -0.9034 4.4598 0.8581
C -1.6869 3.1488 -0.9269
P -1.0164 1.6550 -0.0697
C 0.6119 2.2411 0.4681
C 1.1348 1.8743 1.7067
C 2.3254 2.4336 2.1368
C 3.0264 3.3148 1.3269
C 2.5349 3.6330 0.0675
C 1.3401 3.0926 -0.3645
C -2.0315 1.4004 1.4175
C -1.8846 2.1866 2.5616
C -2.6916 1.9406 3.6579
C -3.6371 0.9284 3.6292
C -3.7776 0.1381 2.4967
C -2.9732 0.3709 1.3971
C -2.3407 3.1388 -2.1596
Br -2.6422 1.5340 -3.1129
C -2.7939 4.3110 -2.7566
F -3.4028 4.2434 -3.9272
H 0.5885 1.1883 2.3398
H 2.7022 2.2110 3.1252
H 3.9441 3.7614 1.6758
H 3.0765 4.3171 -0.5656
H 0.9476 3.3600 -1.3380
H -1.1570 2.9816 2.6016
H -2.5778 2.5542 4.5380
H -4.2659 0.7547 4.4875
H -4.5144 -0.6498 2.4757
H -3.0821 -0.2485 0.5028
C -1.8773 -3.1423 -6.2093
C -0.5834 -2.7905 -5.8818
C -0.3105 -2.1832 -4.6522
C -1.3776 -1.9636 -3.8335
C -2.6774 -2.2857 -4.1094
C -2.9193 -2.9065 -5.3369
H -2.0767 -3.6040 -7.1666
H 0.2394 -2.9685 -6.5591
H 0.7079 -1.9200 -4.3985
H -3.5045 -2.0683 -3.4469
H -3.9358 -3.1816 -5.5810
```

***

7.
# CH6N2OPS

A gas-phase ion, CH6N2OPS (charge +1) (ωB97M-V/def2-TZVPD, the Open Molecules 2025 dataset).

## Properties
SMILES: [NH2+]=C(NP)OS
Total energy: -965.698656 a.u.
Molecular weight: 125.113 g/mol
HOMO energy: -13.68 eV
Total charge: +1

The geometry in XYZ format:
```
12
CH6N2OPS, DFT ωB97M-V/def2-TZVPD
N -0.5378 1.6979 0.4596
C -0.0756 0.4757 0.2002
N 1.1981 0.1076 0.2793
P 1.5788 -1.6161 0.2021
O -0.8958 -0.5236 -0.0547
S -2.7223 -0.4631 -0.1102
H -1.4655 1.8791 0.8319
H -0.0044 2.4891 0.1791
H 1.9116 0.8015 0.4108
H 0.9723 -1.9689 -0.9592
H 2.8042 -1.4668 -0.3917
H -2.7637 -1.4124 -1.0472
```

***

8.
# C30H21BrCuF5N4O5

A molecular structure, C30H21BrCuF5N4O5 (ωB97M-V/def2-TZVPD, the Open Molecules 2025 dataset).

## Properties
Total energy: -6464.970023 a.u.
Molecular weight: 755.961 g/mol
HOMO energy: -2.21 eV
Total charge: -2

The geometry in XYZ format:
```
67
C30H21BrCuF5N4O5, DFT ωB97M-V/def2-TZVPD
Cu 0.6161 -0.4839 -3.2835
Br 6.6926 1.8328 0.2848
C 5.3249 1.5573 -1.0528
C 5.6946 1.0006 -2.3015
C 4.7429 0.5585 -3.1968
C 3.3250 0.5779 -2.8633
O 2.5561 0.1307 -3.7013
C 2.9458 1.2081 -1.5577
C 1.5850 1.3590 -1.1588
N 0.5097 0.8462 -1.6908
C -0.7584 0.9122 -1.0598
C -1.0830 1.7145 -0.0181
C -2.3626 1.7375 0.5167
C -3.3669 0.8537 0.1506
C -3.0012 -0.0543 -0.8942
C -3.8823 -1.0968 -1.2648
C -3.6116 -1.9839 -2.2572
C -2.5337 -1.5417 -3.1137
N -1.6303 -0.6736 -2.7171
C -1.7784 0.0140 -1.5324
C 3.9939 1.6597 -0.7147
H 6.7565 0.9407 -2.5730
H 5.0717 0.2063 -4.1716
H 1.5206 2.0045 -0.2475
H -0.3301 2.3919 0.4404
H -2.5752 2.6261 1.1684
H -4.3712 0.8466 0.5834
H -4.7654 -1.2308 -0.6663
H -4.2721 -2.8088 -2.5808
H -2.2364 -2.1287 -4.0448
H 3.6993 2.2494 0.1331
C -1.3171 -0.7692 3.7666
C -0.0284 -0.2008 4.2708
C -0.0411 1.3414 4.4385
C 1.2150 1.8337 5.2570
C 1.3775 3.3517 5.3209
C -1.2888 1.7963 5.2996
O -1.5570 1.3575 6.4235
N -1.9161 2.8621 4.7876
C -1.8586 3.3205 3.4721
O -2.7171 4.1659 3.2789
N -0.8545 3.0043 2.6859
C 0.0204 2.0333 3.0498
O 0.9710 1.7253 2.3207
H -1.2722 -1.8244 3.5020
H -1.5957 -0.2173 2.8406
H -2.1877 -0.6095 4.4443
H 0.7226 -0.3907 3.4753
H 0.1644 -0.7708 5.1856
H 2.1165 1.3805 4.8991
H 1.1215 1.3834 6.2301
H 1.1636 3.8230 4.3821
H 2.4152 3.5993 5.5067
H 0.8437 3.8136 6.0979
H -2.7057 3.1690 5.3315
F -0.8326 -7.3250 -5.1882
C -0.5247 -5.9759 -5.1832
C -1.1551 -5.1208 -6.0295
F -2.1097 -5.7368 -6.8158
C -1.0980 -3.7319 -5.9854
F -1.7802 -3.1027 -7.0255
C -0.2694 -2.9760 -5.0270
O -0.0877 -1.7357 -4.9926
C 0.2976 -3.9194 -4.0724
F 1.1848 -3.4108 -3.1506
C 0.2499 -5.3002 -4.1785
F 0.8580 -6.0686 -3.2333
```